{"formula": "C46H68N10O3S3", "method": "ωB97M-V with the def2-TZVPD basis set", "elements": ["C", "S", "O", "C", "H", "H", "H", "H", "H", "H", "C", "S", "O", "C", "H", "H", "H", "H", "H", "H", "C", "S", "O", "C", "H", "H", "H", "H", "H", "H", "N", "C", "C", "C", "C", "H", "H", "H", "H", "H", "N", "C", "C", "C", "C", "H", "H", "H", "H", "H", "N", "C", "C", "C", "C", "H", "H", "H", "H", "H", "N", "C", "C", "C", "C", "H", "H", "H", "H", "H", "N", "C", "C", "C", "C", "H", "H", "H", "H", "H", "N", "C", "C", "C", "C", "H", "H", "H", "H", "H", "N", "C", "C", "C", "C", "H", "H", "H", "H", "H", "N", "C", "C", "C", "C", "H", "H", "H", "H", "H", "N", "C", "C", "C", "C", "H", "H", "H", "H", "H", "N", "C", "C", "C", "C", "H", "H", "H", "H", "H"], "coordinates": [[0.19, -1.37, -4.63], [-1.14, -2.61, -4.54], [-0.83, -3.42, -5.80], [-0.54, -3.55, -3.10], [0.08, -0.75, -5.52], [1.20, -1.79, -4.72], [0.16, -0.84, -3.69], [0.53, -3.73, -3.23], [-0.97, -4.53, -3.29], [-1.03, -3.19, -2.20], [-5.80, -0.75, -4.16], [-4.27, -1.22, -3.22], [-3.83, -0.04, -2.38], [-4.90, -2.49, -2.06], [-6.13, -1.51, -4.87], [-5.68, 0.17, -4.71], [-6.65, -0.70, -3.48], [-5.51, -3.19, -2.62], [-5.47, -2.10, -1.21], [-4.07, -3.11, -1.71], [6.24, 1.39, 0.15], [5.43, 1.33, 1.79], [4.18, 2.20, 1.71], [4.78, -0.44, 1.62], [7.21, 0.90, 0.10], [6.54, 2.41, -0.10], [5.53, 1.10, -0.61], [4.35, -0.45, 0.62], [4.02, -0.67, 2.37], [5.56, -1.19, 1.74], [-3.70, 0.18, 5.16], [-3.33, -0.48, 3.97], [-2.18, 0.20, 3.45], [-1.91, 1.21, 4.31], [-2.72, 1.12, 5.43], [-4.51, 0.01, 5.73], [-3.92, -1.29, 3.55], [-1.69, 0.00, 2.50], [-1.09, 1.91, 4.22], [-2.73, 1.70, 6.34], [-0.50, 0.79, 0.01], [0.21, 0.42, 1.11], [0.75, -0.83, 0.89], [0.43, -1.19, -0.47], [-0.50, -0.19, -0.92], [-1.03, 1.64, 0.05], [0.16, 1.11, 1.94], [1.40, -1.34, 1.58], [0.80, -2.13, -0.85], [-1.12, -0.10, -1.80], [-3.21, 2.39, -1.25], [-3.01, 2.41, 0.10], [-2.51, 3.64, 0.38], [-2.38, 4.42, -0.77], [-2.90, 3.64, -1.79], [-3.36, 1.56, -1.80], [-3.27, 1.54, 0.69], [-1.96, 3.88, 1.28], [-2.02, 5.43, -0.81], [-3.07, 3.90, -2.82], [1.39, 2.72, 3.55], [1.49, 2.42, 4.84], [1.18, 3.48, 5.61], [0.57, 4.40, 4.74], [0.78, 3.94, 3.49], [1.69, 2.21, 2.74], [1.84, 1.42, 5.08], [1.27, 3.52, 6.68], [0.06, 5.32, 4.99], [0.35, 4.27, 2.56], [-4.47, -3.77, 1.29], [-3.77, -4.84, 1.79], [-2.45, -4.49, 1.82], [-2.18, -3.19, 1.35], [-3.51, -2.77, 1.12], [-5.47, -3.65, 1.24], [-4.34, -5.74, 2.00], [-1.71, -5.27, 1.96], [-1.26, -2.65, 1.16], [-3.83, -1.82, 0.71], [1.26, -3.76, 4.48], [1.93, -3.56, 5.66], [1.64, -2.31, 6.13], [0.77, -1.75, 5.23], [0.57, -2.60, 4.19], [1.33, -4.56, 3.87], [2.56, -4.36, 6.01], [2.05, -1.75, 6.96], [0.47, -0.72, 5.34], [-0.01, -2.55, 3.28], [2.52, 4.01, 0.32], [1.71, 3.49, -0.57], [0.80, 4.52, -0.83], [1.16, 5.66, -0.22], [2.29, 5.32, 0.52], [3.18, 3.46, 0.85], [1.72, 2.43, -0.77], [-0.09, 4.52, -1.44], [0.59, 6.57, -0.25], [2.81, 5.93, 1.25], [4.47, -3.89, 0.00], [3.95, -4.72, -0.93], [2.62, -4.82, -0.78], [2.22, -4.18, 0.40], [3.43, -3.46, 0.76], [5.44, -3.62, 0.14], [4.52, -5.20, -1.72], [2.05, -5.40, -1.49], [1.24, -4.15, 0.85], [3.56, -2.73, 1.55], [3.80, -0.66, -4.61], [4.05, -1.02, -3.29], [3.14, -0.38, -2.44], [2.39, 0.59, -3.25], [2.84, 0.36, -4.58], [4.38, -0.96, -5.38], [4.89, -1.70, -3.21], [3.11, -0.70, -1.41], [1.63, 1.24, -2.85], [2.42, 0.83, -5.45], [-1.92, 3.97, -5.40], [-2.60, 2.80, -5.62], [-2.22, 1.93, -4.64], [-1.08, 2.40, -4.07], [-0.92, 3.73, -4.49], [-1.94, 4.78, -6.00], [-3.42, 2.83, -6.32], [-2.63, 0.95, -4.43], [-0.53, 1.79, -3.37], [-0.13, 4.45, -4.33]], "orbital_gap_ev": 7.410, "lumo_energy_ev": 0.198, "homo_ev": -7.213, "fmax_ev_per_a": 4.1}



{"formula": "C46H69BaBrClGeN6O3P3", "method": "ωB97M-V with the def2-TZVPD basis set", "elements": ["Ba", "C", "C", "C", "P", "C", "N", "Ge", "N", "C", "P", "C", "C", "C", "C", "C", "C", "C", "C", "C", "C", "C", "C", "N", "C", "C", "C", "C", "C", "C", "C", "C", "C", "C", "C", "C", "N", "C", "P", "C", "C", "C", "C", "C", "C", "C", "C", "C", "H", "H", "H", "H", "H", "H", "H", "H", "H", "H", "H", "H", "H", "H", "H", "H", "H", "H", "H", "H", "H", "H", "H", "H", "H", "H", "H", "H", "H", "H", "H", "H", "H", "H", "H", "H", "H", "H", "H", "H", "H", "H", "H", "H", "H", "H", "H", "H", "H", "H", "H", "H", "H", "H", "H", "H", "H", "H", "H", "H", "O", "C", "C", "C", "N", "C", "Br", "C", "H", "H", "H", "H", "Cl", "C", "C", "O", "O", "H", "H", "N", "H", "H", "H"], "coordinates": [[0.22, -0.85, -2.04], [3.96, 2.22, 0.57], [3.26, 1.61, -0.63], [4.04, 1.90, -1.91], [2.87, -0.20, -0.57], [2.60, -0.51, 1.25], [1.47, 0.23, 1.77], [-0.31, 0.35, 1.04], [-1.50, 0.03, 2.53], [-2.26, -1.19, 2.69], [-1.61, -2.63, 1.74], [-3.15, -3.67, 1.63], [-3.78, -4.01, 2.98], [-4.19, -3.05, 0.71], [-0.68, -3.56, 3.04], [0.67, -2.91, 3.28], [-0.50, -5.02, 2.63], [-2.17, 1.17, 2.95], [-3.44, 1.22, 3.52], [-4.01, 2.45, 3.83], [-3.34, 3.64, 3.59], [-2.06, 3.61, 3.04], [-1.51, 2.39, 2.73], [-0.16, 2.24, 2.22], [0.71, 1.82, 3.32], [0.67, 2.42, 4.56], [1.55, 1.99, 5.55], [2.45, 0.98, 5.27], [2.47, 0.35, 4.04], [1.59, 0.76, 3.03], [0.31, 3.37, 1.48], [1.37, 4.15, 1.92], [1.77, 5.28, 1.22], [1.10, 5.66, 0.06], [0.06, 4.90, -0.41], [-0.36, 3.70, 0.25], [-1.31, 2.87, -0.17], [-2.04, 3.12, -1.38], [-1.50, 1.95, -2.73], [-3.04, 1.72, -3.77], [-4.27, 2.53, -3.39], [-3.37, 0.24, -3.87], [-0.43, 2.95, -3.88], [-1.01, 4.30, -4.32], [0.99, 3.08, -3.36], [4.44, -1.12, -0.94], [4.13, -2.61, -1.03], [5.63, -0.86, -0.02], [4.09, 3.29, 0.41], [4.95, 1.80, 0.73], [3.39, 2.10, 1.49], [2.28, 2.08, -0.72], [5.09, 1.60, -1.81], [4.02, 2.96, -2.13], [3.64, 1.37, -2.78], [3.51, -0.15, 1.76], [2.56, -1.58, 1.43], [-3.27, -1.06, 2.28], [-2.36, -1.43, 3.75], [-2.80, -4.60, 1.17], [-4.19, -3.12, 3.45], [-3.09, -4.48, 3.68], [-4.62, -4.70, 2.83], [-4.63, -2.15, 1.14], [-5.00, -3.77, 0.56], [-3.79, -2.78, -0.26], [-1.26, -3.51, 3.97], [1.27, -2.94, 2.37], [1.23, -3.44, 4.06], [0.58, -1.86, 3.59], [-0.04, -5.10, 1.65], [-1.44, -5.57, 2.60], [0.15, -5.53, 3.34], [-3.99, 0.32, 3.74], [-4.99, 2.47, 4.28], [-3.80, 4.59, 3.83], [-1.51, 4.52, 2.85], [-0.04, 3.20, 4.74], [1.52, 2.45, 6.53], [3.13, 0.64, 6.04], [3.15, -0.47, 3.87], [1.88, 3.89, 2.84], [2.59, 5.87, 1.59], [1.41, 6.55, -0.46], [-0.45, 5.20, -1.31], [-2.06, 4.16, -1.72], [-3.08, 2.84, -1.17], [-2.72, 2.05, -4.77], [-4.70, 2.17, -2.45], [-5.04, 2.41, -4.16], [-4.07, 3.59, -3.28], [-3.69, -0.16, -2.90], [-2.52, -0.36, -4.21], [-4.19, 0.07, -4.57], [-0.39, 2.29, -4.75], [-1.04, 5.02, -3.50], [-2.02, 4.21, -4.72], [-0.38, 4.73, -5.10], [1.05, 3.58, -2.40], [1.59, 3.66, -4.06], [1.46, 2.10, -3.27], [4.69, -0.78, -1.95], [3.92, -3.02, -0.04], [4.99, -3.15, -1.43], [3.28, -2.81, -1.68], [5.40, -1.11, 1.01], [5.97, 0.17, -0.05], [6.47, -1.49, -0.33], [0.21, -7.77, -2.77], [0.22, -6.51, -2.31], [1.21, -6.01, -1.46], [1.12, -4.69, -1.06], [0.15, -3.86, -1.42], [-0.77, -4.37, -2.22], [-2.19, -3.20, -2.74], [-0.81, -5.66, -2.71], [0.96, -8.26, -2.44], [2.03, -6.63, -1.12], [1.86, -4.28, -0.39], [-1.60, -6.01, -3.36], [3.97, -1.85, -4.81], [2.37, -1.66, -5.58], [1.39, -1.35, -4.47], [0.80, -2.30, -3.90], [1.25, -0.15, -4.13], [2.14, -2.60, -6.07], [2.45, -0.83, -6.27], [-3.75, 0.31, 0.05], [-4.72, 0.41, -0.23], [-3.18, 0.36, -0.79], [-3.51, 1.11, 0.62]], "orbital_gap_ev": [7.789, 5.453], "multiplicity": 2, "lumo_energy_ev": [-1.489, -3.840], "homo_ev": [-9.278, -9.293], "fmax_ev_per_a": 2.2, "s2": 0.796, "total_charge": 1}



{"formula": "C46H69Cl2KN9O2PS2", "method": "ωB97M-V with the def2-TZVPD basis set", "elements": ["K", "C", "N", "C", "C", "N", "C", "C", "N", "C", "C", "N", "C", "N", "C", "C", "C", "N", "C", "H", "H", "H", "H", "H", "H", "H", "H", "H", "H", "H", "H", "H", "H", "H", "H", "H", "H", "H", "H", "H", "H", "H", "H", "O", "C", "C", "C", "C", "C", "C", "C", "O", "N", "N", "C", "S", "C", "C", "S", "H", "H", "H", "H", "H", "H", "H", "H", "H", "C", "C", "C", "C", "C", "C", "P", "C", "C", "C", "C", "C", "C", "C", "C", "C", "C", "C", "C", "H", "H", "H", "H", "H", "H", "H", "H", "H", "H", "H", "H", "H", "H", "H", "H", "H", "H", "H", "H", "H", "H", "H", "H", "H", "H", "H", "H", "H", "H", "H", "H", "H", "Cl", "C", "C", "C", "C", "C", "Cl", "C", "N", "H", "H", "H"], "coordinates": [[0.13, 0.06, -0.23], [-3.00, -1.15, 1.05], [-2.94, -1.10, 2.50], [-4.20, -0.89, 3.19], [-3.73, -0.51, 4.58], [-2.45, 0.13, 4.32], [-1.63, 0.37, 5.50], [-1.94, -0.31, 3.10], [-0.81, -0.11, 2.55], [0.24, 0.71, 3.15], [1.40, 0.93, 2.18], [1.08, 1.90, 1.14], [1.62, 3.04, 1.09], [1.41, 3.90, 0.00], [0.92, 3.31, -1.23], [2.52, 4.84, -0.09], [3.03, 4.89, 1.36], [2.50, 3.68, 1.96], [2.32, 3.66, 3.40], [-3.57, -2.03, 0.74], [-2.00, -1.21, 0.64], [-3.50, -0.25, 0.66], [-4.80, -1.79, 3.19], [-4.78, -0.08, 2.73], [-3.61, -1.39, 5.21], [-4.41, 0.18, 5.09], [-2.26, 0.83, 6.26], [-0.81, 1.05, 5.29], [-1.21, -0.56, 5.91], [0.65, 0.22, 4.04], [-0.16, 1.69, 3.45], [1.61, -0.02, 1.68], [2.30, 1.20, 2.73], [-0.05, 2.84, -1.07], [1.62, 2.56, -1.62], [0.80, 4.10, -1.98], [2.18, 5.81, -0.44], [3.30, 4.47, -0.76], [2.66, 5.77, 1.89], [4.12, 4.91, 1.39], [2.09, 4.67, 3.76], [3.21, 3.31, 3.92], [1.48, 3.02, 3.67], [-3.18, -1.41, -2.46], [-4.22, -0.57, -2.58], [-5.36, -1.05, -3.23], [-6.46, -0.24, -3.40], [-6.44, 1.08, -2.93], [-5.31, 1.54, -2.27], [-4.19, 0.73, -2.07], [-2.98, 1.21, -1.29], [-1.91, 0.55, -1.40], [-3.23, 2.24, -0.53], [-2.28, 2.48, 0.44], [-2.18, 3.69, 0.77], [-1.41, 4.21, 2.28], [-1.19, 5.94, 1.83], [-1.52, 6.11, 0.34], [-2.92, 5.05, -0.11], [-2.44, -0.90, -2.06], [-5.35, -2.07, -3.60], [-7.34, -0.62, -3.91], [-7.30, 1.72, -3.07], [-5.27, 2.55, -1.88], [-0.14, 6.20, 2.01], [-1.83, 6.54, 2.46], [-0.67, 5.80, -0.26], [-1.79, 7.14, 0.11], [-3.32, -6.36, 0.11], [-3.20, -5.18, 1.08], [-1.78, -4.60, 1.05], [-1.16, -4.62, -0.38], [-2.29, -4.59, -1.42], [-3.15, -5.86, -1.34], [-0.03, -3.17, -0.57], [0.63, -3.21, -2.31], [-0.22, -2.29, -3.22], [0.50, -2.01, -4.55], [1.26, -3.25, -5.06], [0.64, -4.53, -4.50], [0.87, -4.58, -2.98], [1.47, -3.64, 0.37], [2.02, -5.08, 0.18], [2.01, -5.88, 1.49], [2.86, -5.18, 2.57], [2.64, -3.65, 2.59], [1.34, -3.27, 1.87], [-4.27, -6.88, 0.23], [-2.52, -7.07, 0.35], [-3.46, -5.49, 2.10], [-3.94, -4.41, 0.80], [-1.15, -5.18, 1.72], [-1.80, -3.58, 1.44], [-0.59, -5.55, -0.51], [-1.88, -4.49, -2.43], [-2.90, -3.69, -1.26], [-2.69, -6.65, -1.95], [-4.14, -5.66, -1.78], [1.60, -2.70, -2.15], [-0.42, -1.35, -2.71], [-1.20, -2.74, -3.40], [1.21, -1.18, -4.41], [-0.23, -1.68, -5.29], [2.31, -3.20, -4.74], [1.27, -3.27, -6.16], [1.07, -5.42, -4.96], [-0.43, -4.54, -4.72], [1.91, -4.87, -2.79], [0.24, -5.36, -2.54], [2.21, -2.91, -0.03], [3.06, -5.00, -0.17], [1.47, -5.63, -0.59], [2.39, -6.89, 1.31], [0.98, -5.99, 1.85], [3.92, -5.39, 2.37], [2.63, -5.62, 3.55], [3.46, -3.14, 2.08], [2.63, -3.28, 3.62], [1.16, -2.20, 1.95], [0.49, -3.77, 2.35], [3.91, 2.02, -0.54], [4.52, 0.67, 0.45], [5.39, 0.97, 1.47], [6.08, -0.05, 2.17], [5.94, -1.36, 1.67], [5.06, -1.67, 0.66], [5.14, -3.32, -0.01], [4.02, -0.73, 0.07], [2.97, -1.01, -0.59], [5.58, 2.02, 1.70], [6.73, 0.18, 3.00], [6.56, -2.16, 2.07]], "orbital_gap_ev": 3.163, "lumo_energy_ev": 3.551, "homo_ev": 0.388, "fmax_ev_per_a": 1.1, "total_charge": -2}